(1)
# C4H12N2O2

A 3-piece molecular cluster, C4H12N2O2 overall in a non-equilibrium geometry (ωB97M-V/def2-TZVPD, OMol25).

Last column: Löwdin charge in e.
Geometry (Å):
N1 -1.776 0.688 -0.314  0.093
C1 0.433 -2.056 -1.309  -0.165
C2 1.769 -1.501 -1.660  -0.074
C3 -0.661 0.980 0.533  -0.278
C4 -1.102 1.864 1.736  -0.535
N2 -2.349 1.582 2.186  0.160
O1 -0.337 2.653 2.229  0.071
H1 -1.446 0.877 -1.265  0.034
H2 0.113 1.594 0.075  0.102
H3 0.477 -2.681 -0.417  0.080
H4 -0.308 -1.252 -1.110  0.052
H5 -0.028 -2.668 -2.096  0.085
H6 1.844 -1.145 -2.684  0.068
H7 2.618 -2.111 -1.359  0.072
H8 -0.210 0.027 0.859  0.116
H9 -2.842 2.151 2.856  0.113
H10 -2.840 1.000 1.524  0.072
H11 2.803 0.395 0.521  0.054
H12 1.933 -0.533 -0.566  -0.033
O2 1.910 0.134 0.260  -0.085

Output
total charge	0
E_tot	-419.36361	Ha
HOMO energy	-0.2660	Ha
LUMO	-3.29	eV
max |F|	2.320	eV/Å
Kohn-Sham gap	0.1450	Eh
ΔE to the lowest compared entry with this formula, charge and spin	747.9	kJ/mol
molar mass	120.15	u


(2)
# ClO5PS

An isolated molecule of ClO5PS in a non-equilibrium geometry (ωB97M-V/def2-TZVPD, OMol25).

Last column: Mulliken spin population.
Geometry (Å):
O1 -1.298 1.816 0.007  0.640
O2 1.792 -1.575 0.002  0.002
O3 -0.001 -0.197 -1.126  -0.072
O4 0.001 -0.196 1.127  -0.070
O5 1.884 0.883 -0.009  -0.003
P1 -1.028 0.401 -0.003  0.888
S1 1.177 -0.319 0.003  0.149
Cl1 -2.525 -0.814 -0.001  0.464

Output
total charge	0
E_tot	-1575.74052	Ha
HOMO energy (alpha / beta)	-0.2002 / -0.4646	Ha
spin multiplicity	3
LUMO (alpha / beta)	0.79 / -6.30	eV
max |F|	8.520	eV/Å
Kohn-Sham gap (alpha / beta)	0.2294 / 0.2332	Eh
molar mass	178.49	u


(3)
# C19H34F5NiO3Si4Te

C19H34F5NiO3Si4Te as an isolated structure in a non-equilibrium geometry (ωB97M-V/def2-TZVPD, OMol25).

Last column: Mulliken spin population.
Geometry (Å):
Ni1 -0.158 -2.937 0.058  1.671
C1 3.616 -3.191 1.399  0.006
C2 2.488 -4.165 1.077  -0.003
C3 2.982 -5.600 1.011  -0.005
O1 1.877 -3.797 -0.175  0.016
C4 1.412 -4.023 2.207  0.004
O2 1.718 -4.485 3.300  0.006
O3 0.339 -3.408 1.901  0.044
H1 4.429 -3.272 0.672  0.000
H2 3.995 -3.415 2.396  0.000
H3 3.235 -2.169 1.385  -0.003
H4 3.851 -5.683 0.349  0.001
H5 2.189 -6.254 0.641  0.000
H6 3.259 -5.927 2.010  0.001
H7 2.342 -4.216 -0.903  0.001
C5 -1.464 4.099 -2.185  0.000
Si1 -1.331 2.207 -2.041  0.003
C6 -0.725 1.564 -3.716  0.003
C7 -3.075 1.519 -1.768  0.001
Si2 0.141 1.541 -0.329  0.007
Te1 0.758 -0.864 -0.688  0.200
Si3 -0.700 2.169 1.782  0.000
C8 -0.777 4.068 1.890  0.000
C9 0.448 1.572 3.163  0.001
C10 -2.448 1.541 2.134  0.001
Si4 2.298 2.454 -0.674  0.005
C11 3.492 1.799 0.647  0.002
C12 2.997 1.905 -2.350  0.002
C13 2.381 4.353 -0.636  0.004
H8 -2.139 4.390 -2.994  0.000
H9 -0.486 4.542 -2.390  0.000
H10 -1.839 4.544 -1.260  0.000
H11 -1.442 1.761 -4.517  0.000
H12 -0.562 0.485 -3.662  -0.001
H13 0.227 2.024 -3.991  0.000
H14 -3.726 1.709 -2.624  0.000
H15 -3.544 1.959 -0.885  0.000
H16 -3.031 0.438 -1.612  0.000
H17 0.206 4.520 1.738  0.000
H18 -1.143 4.385 2.870  0.000
H19 -1.451 4.482 1.135  0.000
H20 1.427 2.052 3.094  0.000
H21 0.600 0.493 3.089  -0.001
H22 0.035 1.787 4.151  0.000
H23 -3.166 1.946 1.417  0.000
H24 -2.776 1.827 3.136  0.000
H25 -2.489 0.454 2.065  0.000
H26 3.419 0.709 0.680  -0.002
H27 3.241 2.177 1.641  0.000
H28 4.532 2.062 0.440  0.000
H29 2.920 0.819 -2.430  0.001
H30 4.046 2.184 -2.475  0.001
H31 2.434 2.337 -3.181  -0.001
H32 2.046 4.743 0.328  0.000
H33 1.740 4.787 -1.408  0.000
H34 3.399 4.713 -0.806  0.000
F1 -2.230 -4.956 -1.982  -0.004
C14 -2.861 -4.072 -1.172  -0.079
C15 -2.121 -3.141 -0.470  0.151
C16 -2.905 -2.299 0.321  -0.028
F2 -2.302 -1.352 1.069  -0.013
C17 -4.280 -2.361 0.422  -0.001
F3 -4.968 -1.530 1.217  0.001
C18 -4.958 -3.317 -0.312  -0.001
F4 -6.289 -3.411 -0.239  -0.001
C19 -4.241 -4.176 -1.120  0.007
F5 -4.895 -5.101 -1.840  0.003

Output
total charge	-1
E_tot	-4403.91514	Ha
HOMO energy (alpha / beta)	-0.1688 / -0.1699	Ha
spin multiplicity	3
LUMO (alpha / beta)	2.34 / 2.29	eV
max |F|	2.149	eV/Å
Kohn-Sham gap (alpha / beta)	0.2547 / 0.2539	Eh
ΔE to the lowest compared entry with this formula, charge and spin	0.0	kJ/mol
molar mass	704.11	u


(4)
# C55H59Cl2O6PS2

A 9-piece molecular cluster, C55H59Cl2O6PS2 overall in a non-equilibrium geometry (ωB97M-V/def2-TZVPD, OMol25).

Last column: Löwdin charge in e.
Geometry (Å):
C1 0.214 6.337 5.203  -0.013
C2 -0.203 4.916 5.362  -0.113
C3 -1.692 4.433 5.960  -0.456
P1 -2.847 4.726 4.527  0.502
O1 -4.346 3.788 4.713  -0.278
O2 -3.156 6.362 4.040  -0.264
S1 -1.979 3.902 2.936  0.357
O3 -1.623 2.931 6.023  -0.253
S2 -2.461 2.526 7.454  0.896
O4 -3.981 2.828 7.575  -0.297
O5 -2.203 1.150 8.131  -0.281
O6 -1.789 3.796 8.395  -0.226
C4 -1.791 4.988 7.467  -0.267
C5 -2.917 5.933 8.107  -0.547
Cl1 -1.996 7.403 8.866  0.564
C6 -4.154 6.491 7.246  -0.618
C7 -3.947 8.036 6.633  -0.198
Cl2 -5.538 6.751 8.524  0.515
H1 -0.142 7.080 4.372  0.061
H2 0.926 6.801 6.041  0.104
H3 0.527 4.039 5.014  0.153
H4 -4.163 2.916 4.216  0.084
H5 -2.302 6.769 3.715  0.064
H6 -0.754 5.553 7.691  0.139
H7 -3.376 5.366 9.053  0.127
H8 -4.654 5.759 6.477  0.101
H9 -3.990 8.863 7.482  0.073
H10 -4.919 8.242 5.971  0.099
H11 -3.002 8.130 5.947  0.064
C8 -4.089 2.550 -2.391  -0.096
C9 -4.144 3.626 -1.506  -0.105
C10 -3.913 3.423 -0.146  -0.105
C11 -3.632 2.143 0.330  -0.115
C12 -3.586 1.065 -0.554  -0.091
C13 -3.813 1.268 -1.915  -0.098
H12 -4.262 2.710 -3.452  0.101
H13 -4.365 4.624 -1.877  0.097
H14 -3.953 4.263 0.544  0.081
H15 -3.450 1.985 1.390  0.053
H16 -3.373 0.066 -0.182  0.089
H17 -3.775 0.429 -2.604  0.092
C14 -2.372 -2.507 -1.367  -0.109
C15 -1.455 -3.420 -0.847  -0.105
C16 -1.892 -4.657 -0.374  -0.107
C17 -3.249 -4.980 -0.417  -0.107
C18 -4.167 -4.063 -0.928  -0.084
C19 -3.730 -2.828 -1.405  -0.089
H18 -2.030 -1.546 -1.742  0.093
H19 -0.398 -3.167 -0.812  0.107
H20 -1.176 -5.369 0.028  0.101
H21 -3.589 -5.944 -0.051  0.104
H22 -5.225 -4.312 -0.956  0.103
H23 -4.445 -2.115 -1.805  0.098
C20 -2.145 6.879 -2.047  -0.099
C21 -1.944 6.036 -3.139  -0.100
C22 -1.810 6.571 -4.420  -0.093
C23 -1.880 7.952 -4.609  -0.098
C24 -2.090 8.795 -3.518  -0.100
C25 -2.221 8.260 -2.237  -0.098
H24 -2.243 6.462 -1.048  0.097
H25 -1.892 4.960 -2.992  0.095
H26 -1.650 5.914 -5.270  0.100
H27 -1.773 8.370 -5.606  0.100
H28 -2.151 9.870 -3.666  0.099
H29 -2.382 8.917 -1.386  0.098
C26 -0.328 -7.505 -2.168  -0.104
C27 -1.707 -7.686 -2.262  -0.086
C28 -2.222 -8.873 -2.782  -0.087
C29 -1.356 -9.878 -3.213  -0.092
C30 0.024 -9.694 -3.128  -0.092
C31 0.538 -8.508 -2.604  -0.094
H30 0.073 -6.582 -1.756  0.092
H31 -2.382 -6.902 -1.928  0.075
H32 -3.297 -9.015 -2.852  0.101
H33 -1.756 -10.805 -3.616  0.100
H34 0.699 -10.474 -3.469  0.085
H35 1.613 -8.365 -2.536  0.095
C32 2.465 11.207 3.052  -0.093
C33 1.306 10.496 2.739  -0.095
C34 0.383 10.192 3.739  -0.112
C35 0.619 10.595 5.053  -0.101
C36 1.782 11.298 5.368  -0.095
C37 2.704 11.606 4.368  -0.093
H36 3.181 11.450 2.272  0.102
H37 1.123 10.180 1.715  0.101
H38 -0.521 9.640 3.494  0.089
H39 -0.101 10.360 5.831  0.098
H40 1.969 11.607 6.393  0.102
H41 3.609 12.156 4.613  0.102
C38 -0.441 -3.768 -7.115  -0.100
C39 -0.812 -2.705 -6.292  -0.099
C40 -0.873 -2.881 -4.910  -0.091
C41 -0.567 -4.121 -4.351  -0.083
C42 -0.205 -5.187 -5.175  -0.086
C43 -0.140 -5.010 -6.557  -0.095
H42 -0.387 -3.628 -8.192  0.099
H43 -1.054 -1.739 -6.728  0.099
H44 -1.159 -2.051 -4.269  0.090
H45 -0.612 -4.258 -3.274  0.076
H46 0.029 -6.155 -4.740  0.087
H47 0.145 -5.840 -7.198  0.099
C44 3.346 -10.486 -4.733  -0.105
C45 4.312 -11.391 -4.295  -0.092
C46 5.528 -10.927 -3.793  -0.092
C47 5.780 -9.556 -3.733  -0.090
C48 4.817 -8.651 -4.180  -0.090
C49 3.600 -9.115 -4.678  -0.103
H48 2.397 -10.847 -5.117  0.095
H49 4.117 -12.459 -4.343  0.101
H50 6.279 -11.633 -3.448  0.100
H51 6.726 -9.194 -3.340  0.076
H52 5.016 -7.583 -4.139  0.102
H53 2.850 -8.409 -5.024  0.100
C50 10.465 -6.144 -0.880  -0.097
C51 9.085 -6.325 -0.974  -0.096
C52 8.571 -7.512 -1.495  -0.099
C53 9.437 -8.517 -1.926  -0.099
C54 10.817 -8.332 -1.840  -0.096
C55 11.331 -7.147 -1.316  -0.097
H54 10.865 -5.221 -0.469  0.100
H55 8.410 -5.541 -0.641  0.100
H56 7.496 -7.654 -1.565  0.092
H57 9.036 -9.443 -2.329  0.093
H58 11.492 -9.113 -2.182  0.100
H59 12.406 -7.004 -1.248  0.100

Output
total charge	0
E_tot	-4640.40841	Ha
HOMO energy	-0.3257	Ha
LUMO	-2.14	eV
max |F|	7.484	eV/Å
Kohn-Sham gap	0.2469	Eh
SMILES string	C=C[C@@]1(P(O)(O)=S)OS(=O)(=O)O[C@@H]1[C@@H](Cl)[C@H](C)Cl.c1ccccc1.c1ccccc1.c1ccccc1.c1ccccc1.c1ccccc1.c1ccccc1.c1ccccc1.c1ccccc1
molar mass	982.09	u